[1]
Entry from the Open Molecules 2025 dataset: a cluster of 2 separate species, C4H7BrO in total (the ωB97M-V functional and the def2-TZVPD basis).

```
13
C4H7BrO, DFT the ωB97M-V functional and the def2-TZVPD basis
C 1.8841 -1.5755 -0.9784
C 1.4050 -0.5368 -1.6054
C -1.9686 0.2868 1.4983
C -0.9580 2.1151 0.6722
O -0.7273 0.9051 1.0215
Br 0.7479 2.7541 0.1424
H 1.1358 -2.4010 -0.7557
H 2.9278 -1.6551 -0.8273
H 0.2872 -0.3965 -1.7165
H -2.1202 -0.7420 1.0639
H -2.7181 1.0459 1.0926
H -1.9656 0.0858 2.5991
H 2.0702 0.1141 -2.2068
```

Its expectation value of S² is 2.01. The multiplicity is 3.

Löwdin atomic charge list, values in e, 5 entries: -0.101, -0.132, -0.053, -0.584, -0.322

[2]
Entry from the Open Molecules 2025 dataset: an isolated molecule of C4H7BrO3 (the ωB97M-V functional and the def2-TZVPD basis).

```
15
C4H7BrO3, DFT the ωB97M-V functional and the def2-TZVPD basis
C -1.2930 -0.6174 -1.2164
O 0.0763 -0.1270 -1.2175
C 0.6887 -0.1603 -0.0664
Br 2.6448 0.3024 -0.1594
C 0.9609 -1.8145 0.6748
O 0.6439 -2.8057 0.1452
O 0.2624 0.4918 1.0222
C -0.0753 1.8535 0.7725
H -1.9803 0.1974 -1.3564
H -1.5609 -1.0667 -0.2476
H -1.5048 -1.3745 -1.9268
H 1.6324 -1.6543 1.6063
H -1.1726 1.9765 0.9751
H 0.1047 2.2670 -0.2847
H 0.5728 2.5318 1.2791
```

Löwdin atomic charge list, values in e, 5 entries: -0.010, -0.102, -0.911, 0.732, -0.215

[3]
Entry from the Open Molecules 2025 dataset: a cluster of 2 separate species, C4H7Cl2N in total (the ωB97M-V functional and the def2-TZVPD basis).

```
14
C4H7Cl2N, DFT the ωB97M-V functional and the def2-TZVPD basis
Cl 3.1189 -1.0145 -0.7135
C 2.1068 0.4324 -0.5100
C 1.7706 0.7654 0.9321
Cl 0.7910 -0.5040 1.7225
H 1.2115 0.3802 -1.1321
H 2.6590 1.2727 -0.9365
H 1.1945 1.6837 0.9087
H 2.7081 0.7466 1.4801
C -2.1467 -0.5778 -0.0938
C -3.4783 -0.8014 -0.6566
N -4.5099 -0.9892 -1.1220
H -2.1066 0.4535 0.2689
H -1.4070 -0.6246 -0.8903
H -1.9121 -1.2230 0.7425
```

Löwdin atomic charge list, values in e, 5 entries: 0.549, -0.682, -0.634, 0.555, 0.063

[4]
Entry from the Open Molecules 2025 dataset: the ion C4H7Cl2N3O with charge +2 (the ωB97M-V functional and the def2-TZVPD basis).

```
17
C4H7Cl2N3O, DFT the ωB97M-V functional and the def2-TZVPD basis
C -0.7913 2.6033 -0.4907
O -0.7408 1.2158 -0.3924
C 0.6351 0.3457 0.3065
Cl 1.9779 1.3312 0.7596
N 1.0367 -0.4550 -0.8417
C 0.6697 -1.6870 -0.9595
N -0.0720 -2.3443 -0.0162
C -0.4753 -1.6201 1.0586
Cl -1.7364 -2.2376 2.0872
N 0.0171 -0.4505 1.3287
H -1.8176 2.9903 -0.1772
H -0.8073 3.0081 -1.5327
H -0.0048 3.1158 0.0645
H 1.7976 -0.2100 -1.4568
H 0.8312 -2.2500 -1.8963
H -0.2592 -3.3691 -0.0805
H -0.2606 0.0135 2.2389
```

Its total charge is +2.

Löwdin atomic charge list, values in e, 5 entries: -0.139, -0.139, -0.661, 0.907, 0.165

[5]
Entry from the Open Molecules 2025 dataset: a cluster of 2 separate species, C4H7Cl2NSi in total (the ωB97M-V functional and the def2-TZVPD basis).

```
15
C4H7Cl2NSi, DFT the ωB97M-V functional and the def2-TZVPD basis
C 1.9896 2.6625 0.4014
C -2.0990 -1.2949 -0.0763
C 1.4404 2.2856 1.5850
C -1.0517 -1.0680 -1.1641
N 2.5438 3.1689 -0.5144
Si 0.6769 -0.7406 -0.3330
Cl 0.9490 -2.4758 0.5977
Cl 2.4102 -0.6664 -1.3902
H -2.5119 -0.3039 0.1597
H -2.8329 -1.9588 -0.6069
H -1.6945 -1.8140 0.7773
H 0.4340 2.5860 1.7516
H 2.0867 1.8544 2.2752
H -1.5652 -0.2683 -1.7720
H -0.7755 -1.9665 -1.6910
```

Löwdin atomic charge list, values in e, 5 entries: -0.361, -0.211, 0.034, -0.426, 0.153

[6]
Entry from the Open Molecules 2025 dataset: a cluster of 2 separate species, C4H7Cl3N3O in total (the ωB97M-V functional and the def2-TZVPD basis).

```
18
C4H7Cl3N3O, DFT the ωB97M-V functional and the def2-TZVPD basis
C -0.1643 -1.3377 2.0074
C -0.4025 0.0171 0.2376
C -1.1328 1.6178 -1.4738
C 2.1994 -0.0683 -1.9856
N 0.4791 -0.7420 0.9289
N -1.5126 -1.3321 1.6337
N -0.1045 0.7800 -0.7612
O -1.6545 -0.2588 0.6910
Cl 2.3406 0.0671 -3.6380
Cl 0.3154 -0.3165 3.5801
Cl 3.4014 -0.8472 -1.2435
H 0.0146 -2.3166 2.3060
H -0.4775 2.1507 -2.1583
H -1.8790 1.0346 -1.9023
H -1.6057 2.3070 -0.7824
H 1.3353 -0.3461 1.1525
H -2.0326 -1.1634 2.4756
H 0.8800 0.7543 -1.0680
```

Its total charge is +1.

Löwdin atomic charge list, values in e, 5 entries: -0.572, -0.313, 0.039, -1.121, 0.127

[7]
Entry from the Open Molecules 2025 dataset: a structure of composition C4H7Cl3Si (the ωB97M-V functional and the def2-TZVPD basis).

```
15
C4H7Cl3Si, DFT the ωB97M-V functional and the def2-TZVPD basis
C -0.1022 -1.8461 -1.3364
C 0.6560 -0.8292 -1.3594
C -1.9448 0.3112 0.2795
C 1.7404 0.6509 1.4276
Si 1.3040 0.6823 -0.4704
Cl -2.2835 -1.2995 0.7335
Cl 2.4087 2.3630 1.5490
Cl 2.9821 -0.3319 1.9645
H -0.1538 -2.7212 -1.9795
H -0.8267 -1.8292 -0.5007
H -1.4535 0.8828 1.0366
H -2.5702 0.6449 -0.3729
H 0.9687 0.8124 2.1405
H 0.3953 1.9253 -0.4893
H 2.7423 0.5013 -0.9110
```

Its expectation value of S² is 2.01. The multiplicity is 3.

Löwdin atomic charge list, values in e, 5 entries: -0.141, -0.204, -0.419, -1.300, 0.519

[8]
Entry from the Open Molecules 2025 dataset: a cluster of 3 separate species, C4H7ClFNS in total (the ωB97M-V functional and the def2-TZVPD basis).

```
15
C4H7ClFNS, DFT the ωB97M-V functional and the def2-TZVPD basis
C 0.4958 -1.1006 -1.2960
C -0.5781 -0.4260 -0.5091
C -0.6281 0.0934 0.7069
C 0.4780 -0.3302 1.6743
H 1.4321 -0.1370 -3.0109
H 2.8398 -1.1637 -0.9042
H 0.9244 -1.9764 -0.7314
H 0.1197 -1.3920 -2.4111
H 0.3563 -1.5218 1.7821
H 0.1317 0.0076 2.6934
H 1.8193 0.1042 0.0419
N 1.6763 -0.2380 -1.4209
F -1.5826 0.9723 1.1648
S 1.9899 0.5977 1.2799
Cl -2.0916 0.0006 -1.2901
```

Löwdin atomic charge list, values in e, 5 entries: -0.424, -0.616, -0.430, -0.515, 0.259

Number 1: E_tot -2805.618876 Ha. Number 2: E_tot -2956.253023 Ha. Number 3: E_tot -1131.738424 Ha. Number 4: E_tot -1315.752607 Ha. Number 5: E_tot -1421.208760 Ha. Number 6: E_tot -1776.302003 Ha. Number 7: E_tot -1826.445699 Ha. Number 8: E_tot -1169.306984 Ha.